DFT (the ωB97M-V functional and the def2-TZVPD basis) results for the molecule C4H9NO2 at a distorted geometry.

Properties
Maximum force, eV/A: 4.3
Highest occupied orbital energy, eV: -9.41
Energy above the lowest of the compared OMol25 structures with the same formula, charge and spin, kcal/mol: 50.5
Structure (SMILES): CNC(=O)CCO
LUMO, eV: 0.7
HOMO-LUMO gap, eV: 10.14

The geometry in ORCA input format:
```
! wB97M-V def2-TZVPD RIJCOSX def2/J DEFGRID3
* xyz 0 1
C -1.844 -0.543 1.770
N -1.140 -0.032 0.634
C 0.295 -0.123 0.733
O 0.608 -0.920 1.576
C 1.238 0.477 -0.254
C 0.947 -0.084 -1.688
O 0.726 0.918 -2.531
H -2.864 -0.176 1.788
H -2.006 -1.701 1.718
H -1.306 -0.246 2.760
H -1.595 0.723 0.113
H 2.290 0.194 0.017
H 1.113 1.656 -0.261
H 0.055 -0.843 -1.592
H 1.914 -0.620 -2.008
H 1.568 1.322 -2.774
*
```

DFT (the ωB97M-V functional and the def2-TZVPD basis) results for a cluster of 6 separate species, C9H30N6O6 in total at a distorted geometry.

Properties
Maximum force, eV/A: 3.0
Highest occupied orbital energy, eV: -9.20
Energy above the lowest of the compared OMol25 structures with the same formula, charge and spin, kcal/mol: 0.0
Structure (SMILES): NC(N)=O.NC(N)=O.NC(N)=O.CC(C)O.CC(C)O.O
LUMO, eV: 0.7
HOMO-LUMO gap, eV: 9.87

The geometry in ORCA input format:
```
! wB97M-V def2-TZVPD RIJCOSX def2/J DEFGRID3
* xyz 0 1
N 0.422 -0.375 -4.994
C 0.912 0.320 -3.829
N 0.497 -0.212 -2.591
O 1.791 1.203 -3.939
H 0.838 -0.250 -5.893
H -0.143 -1.193 -4.873
H -0.436 -0.647 -2.445
H 0.811 0.245 -1.732
N 0.644 -3.837 1.030
C -0.427 -3.122 0.617
N -1.536 -3.804 0.013
O -0.509 -1.909 0.903
H 1.501 -3.358 1.310
H 0.813 -4.777 0.709
H -2.245 -3.222 -0.371
H -1.594 -4.782 -0.203
N 3.812 -0.785 0.011
C 4.087 -1.905 0.800
N 5.492 -2.352 0.783
O 3.270 -2.427 1.580
H 4.219 -0.506 -0.865
H 2.901 -0.362 0.073
H 6.135 -1.581 0.736
H 5.708 -3.011 1.503
C -3.446 0.732 -2.717
C -2.727 0.472 -1.408
C -3.721 0.506 -0.281
O -2.069 -0.819 -1.367
H -4.131 -0.096 -2.872
H -2.777 0.827 -3.566
H -4.004 1.653 -2.573
H -1.921 1.182 -1.183
H -4.257 1.460 -0.126
H -3.199 0.245 0.628
H -4.503 -0.206 -0.513
H -1.451 -0.872 -0.607
C 0.268 3.608 4.102
C -0.377 2.680 3.078
C -0.741 3.395 1.835
O 0.587 1.644 2.752
H -0.328 4.521 4.250
H 1.212 3.853 3.604
H 0.465 3.120 5.058
H -1.283 2.225 3.513
H 0.173 3.849 1.435
H -1.458 4.196 2.011
H -1.148 2.716 1.096
H 0.845 1.282 3.624
O 1.187 0.204 0.261
H 0.683 -0.540 0.636
H 1.157 0.813 0.999
*
```

DFT (the ωB97M-V functional and the def2-TZVPD basis) results for a structure of composition C45H47FNP2W.

Properties
Expectation value of S²: 2.213
Maximum force, eV/A: 0.6
Highest occupied orbital energy (spin up / spin down), eV: -16.71 / -16.71
Energy above the lowest of the compared OMol25 structures with the same formula, charge and spin, kcal/mol: 0.0
LUMO (spin up / spin down), eV: -10.4 / -9.9
HOMO-LUMO gap (spin up / spin down), eV: 6.27 / 6.85

The geometry in ORCA input format:
```
! wB97M-V def2-TZVPD RIJCOSX def2/J DEFGRID3
* xyz 3 3
W 0.033 0.503 -0.195
C 1.965 -0.965 -3.442
C 1.110 0.213 -3.884
P 0.411 1.262 -2.570
C -0.757 2.390 -3.309
C -1.999 2.653 -2.734
C -2.861 3.554 -3.335
C -2.492 4.190 -4.512
C -1.258 3.931 -5.095
C -0.388 3.035 -4.497
C 1.748 2.158 -1.758
C 2.604 1.398 -0.940
C 3.677 2.001 -0.284
C 3.894 3.358 -0.452
C 3.024 4.123 -1.228
C 1.940 3.541 -1.860
C 1.191 -1.998 -2.635
P 0.981 -1.779 -0.831
C -0.013 -3.223 -0.428
C 0.649 -4.433 -0.208
C -0.081 -5.605 -0.098
C -1.465 -5.572 -0.200
C -2.124 -4.368 -0.420
C -1.399 -3.193 -0.543
C 2.599 -1.901 -0.060
C 3.709 -2.393 -0.750
C 4.938 -2.469 -0.113
C 5.066 -2.058 1.206
C 3.965 -1.567 1.898
C 2.736 -1.485 1.267
H 2.857 -0.618 -2.916
H 2.339 -1.447 -4.348
H 0.259 -0.121 -4.484
H 1.699 0.899 -4.503
H -2.314 2.140 -1.832
H -3.826 3.754 -2.893
H -3.169 4.888 -4.982
H -0.974 4.424 -6.013
H 0.572 2.849 -4.961
H 2.541 0.311 -0.895
H 4.349 1.404 0.315
H 4.743 3.830 0.022
H 3.205 5.182 -1.348
H 1.278 4.143 -2.471
H 1.636 -2.995 -2.733
H 0.167 -2.106 -3.011
H 1.729 -4.468 -0.133
H 0.430 -6.543 0.068
H -2.031 -6.488 -0.113
H -3.200 -4.352 -0.514
H -1.920 -2.268 -0.754
H 3.631 -2.732 -1.774
H 5.796 -2.858 -0.644
H 6.026 -2.125 1.698
H 4.070 -1.254 2.927
H 1.880 -1.107 1.819
C -2.564 -2.300 3.596
C -1.342 -2.155 2.679
C -0.438 -3.373 2.871
C -0.598 -0.870 2.968
C 0.180 -0.786 4.111
C 0.861 0.378 4.442
C 0.752 1.502 3.650
C -0.056 1.519 2.507
C -0.275 2.904 1.878
C -1.070 2.963 0.581
C 1.029 3.676 1.704
C -0.687 0.291 2.159
N -1.471 0.213 0.922
C -2.853 0.244 0.891
C -3.622 0.561 2.020
C -4.997 0.609 1.920
C -5.617 0.341 0.700
C -4.871 0.039 -0.434
C -3.501 0.010 -0.323
F -2.728 -0.238 -1.408
H -3.089 -3.222 3.355
H -3.273 -1.480 3.509
H -2.250 -2.362 4.638
H -1.682 -2.133 1.640
H -0.257 -3.564 3.927
H 0.525 -3.266 2.375
H -0.931 -4.257 2.473
H 0.254 -1.643 4.764
H 1.456 0.416 5.344
H 1.244 2.411 3.961
H -0.879 3.451 2.615
H -0.613 2.386 -0.286
H -1.029 3.963 0.143
H -2.110 2.646 0.655
H 1.714 3.147 1.038
H 1.548 3.849 2.641
H 0.815 4.653 1.273
H -3.125 0.767 2.958
H -5.594 0.853 2.786
H -6.695 0.377 0.628
H -5.335 -0.164 -1.388
*
```

DFT (the ωB97M-V functional and the def2-TZVPD basis) results for the molecule C2H4Br2.

Properties
Maximum force, eV/A: 0.7
Highest occupied orbital energy, eV: -10.06
Energy above the lowest of the compared OMol25 structures with the same formula, charge and spin, kcal/mol: 3.2
Structure (SMILES): BrCCBr
LUMO, eV: 0.7
HOMO-LUMO gap, eV: 10.78

The geometry in ORCA input format:
```
! wB97M-V def2-TZVPD RIJCOSX def2/J DEFGRID3
* xyz 0 1
Br 0.741 -2.034 -0.593
C 0.048 -0.220 -0.720
C -0.025 0.496 0.589
Br -1.026 -0.448 1.939
H -0.903 -0.258 -1.243
H 0.763 0.265 -1.382
H -0.558 1.437 0.450
H 0.961 0.761 0.960
*
```

DFT (the ωB97M-V functional and the def2-TZVPD basis) results for a structure of composition C5H8O.

Properties
Maximum force, eV/A: 0.4
Highest occupied orbital energy, eV: -8.90
Energy above the lowest of the compared OMol25 structures with the same formula, charge and spin, kcal/mol: 75.1
LUMO, eV: 1.2
HOMO-LUMO gap, eV: 10.07

The geometry in ORCA input format:
```
! wB97M-V def2-TZVPD RIJCOSX def2/J DEFGRID3
* xyz 0 1
C -1.713 -1.585 -1.139
C -1.825 -0.349 -0.664
C 0.867 1.690 0.490
C 1.035 0.547 1.154
C 1.757 0.055 -0.073
O 1.496 1.357 -0.691
H -1.467 -1.778 -2.180
H -1.870 -2.456 -0.506
H -2.073 -0.155 0.376
H -1.664 0.522 -1.295
H 0.777 0.143 2.121
H 0.435 2.676 0.629
H 2.836 -0.102 0.018
H 1.282 -0.742 -0.650
*
```

DFT (the ωB97M-V functional and the def2-TZVPD basis) results for a cluster of 5 separate species, H10O5 in total at a distorted geometry.

Properties
Maximum force, eV/A: 2.6
Highest occupied orbital energy, eV: -9.44
Energy above the lowest of the compared OMol25 structures with the same formula, charge and spin, kcal/mol: 34.4
Structure (SMILES): O.O.O.O.O
LUMO, eV: 0.0
HOMO-LUMO gap, eV: 9.40

The geometry in ORCA input format:
```
! wB97M-V def2-TZVPD RIJCOSX def2/J DEFGRID3
* xyz 0 1
O 0.178 0.204 1.351
H -0.705 0.450 1.568
H 0.065 -0.646 0.922
O 2.031 -1.167 -1.502
H 1.350 -1.633 -0.982
H 2.376 -1.874 -1.982
O -1.889 2.625 1.721
H -2.631 2.181 1.268
H -2.141 3.504 1.887
O -0.414 -2.012 -0.449
H -1.321 -1.777 -0.430
H -0.465 -2.614 -1.193
O 1.208 1.275 -0.938
H 0.816 1.115 -0.074
H 1.544 0.374 -1.170
*
```

Question: Look up the maximum force of the second one.
Answer: 3.0 eV/A

Question: What is the formula in the fifth record?
Answer: C5H8O

Question: Among the records above, which one has the lowest maximum force?
Answer: C5H8O

What did the first record say?
DFT (the ωB97M-V functional and the def2-TZVPD basis) results for the molecule C4H9NO2 at a distorted geometry.

Properties
Maximum force, eV/A: 4.3
Highest occupied orbital energy, eV: -9.41
Energy above the lowest of the compared OMol25 structures with the same formula, charge and spin, kcal/mol: 50.5
Structure (SMILES): CNC(=O)CCO
LUMO, eV: 0.7
HOMO-LUMO gap, eV: 10.14

The geometry in ORCA input format:
```
! wB97M-V def2-TZVPD RIJCOSX def2/J DEFGRID3
* xyz 0 1
C -1.844 -0.543 1.770
N -1.140 -0.032 0.634
C 0.295 -0.123 0.733
O 0.608 -0.920 1.576
C 1.238 0.477 -0.254
C 0.947 -0.084 -1.688
O 0.726 0.918 -2.531
H -2.864 -0.176 1.788
H -2.006 -1.701 1.718
H -1.306 -0.246 2.760
H -1.595 0.723 0.113
H 2.290 0.194 0.017
H 1.113 1.656 -0.261
H 0.055 -0.843 -1.592
H 1.914 -0.620 -2.008
H 1.568 1.322 -2.774
*
```